1.
C42H36ClF15NO6P2S | the ωB97M-V functional and the def2-TZVPD basis

Cartesian coordinates (Å):
Cl1 4.40255 -3.66819 -0.33025
S1 -1.04300 -0.60052 1.87648
P1 4.92091 1.32009 -0.86490
P2 3.97788 -1.86338 -1.40537
F1 -0.57044 -2.72344 -0.45266
F2 3.15145 -1.78383 -7.97976
F3 -7.65421 4.36408 6.17561
F4 -2.83808 -1.80179 -2.39731
F5 -6.04928 -7.02206 -3.37052
F6 -1.04400 4.77374 6.64898
F7 -1.22417 -0.24171 -1.64561
F8 -4.54398 -0.40469 -0.25781
F9 -2.36778 1.35779 0.41055
F10 6.03228 -3.34933 -4.97002
F11 1.05034 -3.50488 1.08896
F12 -3.31489 0.40315 -2.21570
F13 -3.31811 -2.22798 0.23636
F14 -3.54021 0.23260 1.99259
F15 1.40556 -3.45158 -1.13260
O1 3.28020 -2.25373 -2.94323
O2 -1.10980 0.01008 3.27628
O3 -1.14541 -2.08349 2.20663
O4 5.11130 2.98806 -0.52252
O5 0.91690 4.58736 4.83284
O6 6.26198 0.39234 -0.35609
N1 1.09046 1.16903 1.19815
C1 5.66472 -1.77647 -6.68999
C2 1.34963 -1.92026 -9.49559
C3 -0.66257 -3.06471 -8.82624
C4 0.39768 2.26439 1.94886
C5 3.28202 0.67102 -0.18022
C6 0.81966 -2.72651 -0.08865
C7 6.09566 -0.66247 -7.40265
C8 -3.55118 -5.45242 -0.51357
C9 -2.56660 -0.66358 -1.62342
C10 -6.76243 2.25029 5.64653
C11 -0.46889 5.16302 7.80033
C12 0.06122 -2.35820 -9.78390
C13 -5.23390 -6.50956 -2.43766
C14 -0.38094 5.10111 10.19535
C15 0.58559 -0.18791 1.02415
C16 2.73009 -0.79529 -0.39887
C17 -3.82047 -6.81809 -0.52583
C18 -4.12716 -4.61639 -1.46740
C19 -2.53084 0.07250 0.98606
C20 0.62275 6.01653 7.76293
C21 7.66307 -1.68425 -5.33759
C22 -0.97905 4.70346 9.00409
C23 8.09858 -0.57684 -6.05804
C24 -0.09810 -3.33867 -7.58394
C25 -5.22846 2.05584 3.79877
C26 7.31400 -0.06539 -7.08772
C27 0.24169 3.42229 4.30232
C28 -4.96917 -5.14892 -2.43838
C29 1.21343 6.42246 8.95520
C30 -5.94504 1.46814 4.83749
C31 -3.18341 -0.85935 -0.14032
C32 2.36133 1.61148 0.63162
C33 -5.33156 3.42506 3.56365
C34 -4.67094 -7.34952 -1.48963
C35 -6.86222 3.61070 5.39990
C36 1.90298 -2.20323 -8.25711
C37 6.45185 -2.27431 -5.66353
C38 -6.15735 4.20614 4.36545
C39 1.36939 -1.26430 0.16663
C40 1.19436 -2.91052 -7.29898
C41 1.19542 2.55275 3.33771
C42 0.71251 5.96176 10.17041
H1 0.59847 5.37546 4.33294
H2 -2.89064 -5.03667 0.24126
H3 5.94789 -0.22835 0.34222
H4 1.62128 1.60756 3.81112
H5 -5.86690 0.40106 5.01677
H6 -5.42003 -4.51556 -3.19357
H7 -6.25671 5.27140 4.19268
H8 5.48360 -0.26052 -8.20277
H9 -0.76740 4.74000 11.14238
H10 -0.66455 -3.88556 -6.83771
H11 -0.37878 -2.14898 -10.75287
H12 2.10557 3.19777 3.02736
H13 0.54545 3.22373 1.31977
H14 2.75460 2.68278 0.79588
H15 1.00368 6.35787 6.80817
H16 -0.72099 2.14387 2.08096
H17 5.83128 3.12045 0.14330
H18 -4.89870 -8.40874 -1.50884
H19 -7.32061 1.81131 6.46501
H20 -0.68929 3.72517 3.68712
H21 4.09020 -2.47163 -3.48295
H22 4.72695 -2.25788 -6.92535
H23 9.04911 -0.11323 -5.81667
H24 -3.91991 -3.55512 -1.45412
H25 -4.58781 1.44714 3.17040
H26 -1.66928 -3.40222 -9.05053
H27 1.17673 6.27553 11.09981
H28 -1.83671 4.04091 9.00518
H29 1.65305 -3.12264 -6.34004
H30 2.06328 7.09624 8.93785
H31 8.25697 -2.09041 -4.52688
H32 -4.76944 3.88221 2.75597
H33 -3.36798 -7.46844 0.21515
H34 1.92498 -1.36220 -10.22510
H35 7.65154 0.80106 -7.64730
H36 -0.09468 2.75713 5.16606

Summary:
net charge	+1
Kohn-Sham gap	4.41	eV
LUMO	-6.3	eV
multiplicity	1

---

2.
C42H36N2O3S2V | the ωB97M-V functional and the def2-TZVPD basis

Cartesian coordinates (Å):
V1 0.19335 0.10592 -0.26910
S1 1.49686 0.07728 1.61555
S2 1.50346 -1.12646 -1.88997
O1 1.73324 0.14286 -1.03986
O2 0.76260 -0.25208 2.82092
O3 -1.04711 0.41438 0.84354
N1 -1.34980 -0.23272 -1.52322
N2 -2.82966 -0.88519 1.08002
C1 7.55429 -2.94401 0.90114
C2 1.74948 1.84623 1.51247
C3 2.84235 3.71168 0.49498
C4 4.80593 -1.74016 -4.95941
C5 -2.37298 -1.80313 0.04029
C6 -3.29306 -1.37575 -2.29141
C7 6.62747 -3.57208 0.06049
C8 2.72227 2.34851 0.64722
C9 1.01181 4.06582 2.02135
C10 4.21645 -1.30115 -2.64661
C11 -3.25128 -0.66571 -3.48426
C12 2.11042 6.05207 0.94099
C13 -1.31717 0.45829 -2.66397
C14 0.89158 2.70184 2.19916
C15 2.48200 -3.92459 1.05779
C16 4.11923 0.10692 2.42470
C17 3.17817 -0.57498 1.64236
C18 -2.25766 0.28858 -3.66431
C19 3.50566 -1.69845 0.90711
C20 1.97955 4.59303 1.15957
C21 3.34816 -5.44042 2.74123
C22 0.84203 -4.75893 -0.55344
C23 1.69370 -4.99707 0.54457
C24 7.17078 -1.88518 1.68445
C25 5.81818 -2.09973 -5.98499
C26 1.68606 -2.49964 -0.72984
C27 -2.69043 1.11282 2.45081
C28 0.82866 -3.53743 -1.16101
C29 2.64750 -6.51061 2.16956
C30 -2.33813 -1.11750 -1.31541
C31 3.45946 -1.60968 -5.31332
C32 2.49856 -1.37138 -4.35344
C33 3.25135 -4.17485 2.22050
C34 1.80230 -6.28211 1.11318
C35 -2.13908 0.19340 1.42645
C36 2.88324 -1.24974 -3.01858
C37 2.50963 -2.66029 0.37638
C38 4.87949 -2.09900 0.86029
C39 5.31824 -3.16021 0.03782
C40 5.83398 -1.42451 1.67268
C41 5.16233 -1.54836 -3.62307
C42 5.41548 -0.33846 2.46844
H1 5.55257 -3.04841 -6.44978
H2 1.20276 6.58099 1.21486
H3 0.17431 2.28893 2.89359
H4 -3.51994 0.67991 3.00148
H5 -3.98552 -0.84697 -4.25393
H6 6.94389 -4.38616 -0.57141
H7 0.35631 4.74251 2.55138
H8 8.57292 -3.29435 0.92354
H9 1.45656 -1.28342 -4.62930
H10 1.22248 -7.08973 0.69502
H11 -3.68251 -1.10817 1.58108
H12 3.79737 0.95115 3.01384
H13 4.50972 -1.14935 -1.61992
H14 6.20052 -1.60258 -3.33781
H15 3.16583 -1.70839 -6.34725
H16 2.75928 -7.50320 2.57636
H17 -3.03720 2.02301 1.95314
H18 6.81144 -2.19258 -5.55617
H19 0.20529 -3.35887 -2.02877
H20 6.13172 0.15144 3.10737
H21 -3.05583 -2.65413 0.02085
H22 7.88855 -1.38610 2.31894
H23 -1.90318 1.39971 3.14649
H24 5.84268 -1.35785 -6.78152
H25 -4.05741 -2.12000 -2.12453
H26 4.61320 -3.64910 -0.61930
H27 3.39355 1.67721 0.12789
H28 3.60768 4.11718 -0.14967
H29 3.77150 -3.36889 2.71598
H30 -0.51352 1.18533 -2.75772
H31 -1.35617 -2.15965 0.28991
H32 0.21930 -5.55799 -0.92701
H33 3.96155 -5.61432 3.61248
H34 2.92643 6.44357 1.55329
H35 -2.21381 0.88698 -4.56069
H36 2.36622 6.27295 -0.09337

Summary:
net charge	+3
energy above the lowest of the compared OMol25 structures with the same formula, charge and spin	4.1093	eV
Kohn-Sham gap (alpha / beta)	5.56 / 5.86	eV
LUMO (alpha / beta)	-9.8 / -9.5	eV
⟨S²⟩	2.0129
multiplicity	3

---

3.
C42H36N6O12 | the ωB97M-V functional and the def2-TZVPD basis

Cartesian coordinates (Å):
O1 -6.64178 -5.13343 -20.84635
O2 -9.18561 1.06184 -9.05896
O3 -12.48585 5.73871 -21.32767
O4 -3.29503 12.71367 -12.58027
O5 5.59268 2.45229 -9.55819
O6 -8.79915 -4.75532 -20.66708
O7 -11.25676 7.53498 -21.04551
O8 5.85730 2.35391 -11.70795
O9 4.07295 12.08648 -23.46853
O10 -1.68685 11.69462 -11.54734
O11 5.31155 10.30408 -23.18230
O12 -9.76076 0.70874 -11.13228
N1 -8.90228 0.80835 -10.22822
N2 -2.87732 11.79797 -11.85407
N3 5.05904 11.50762 -23.09883
N4 5.54462 2.93187 -10.68064
N5 -11.75755 6.47480 -20.62294
N6 -7.64356 -4.39079 -20.96951
C1 5.19596 4.38262 -10.69693
C2 -10.05032 6.46257 -17.21233
C3 3.92832 6.21828 -11.68163
C4 4.36525 4.87802 -11.70698
C5 -3.90596 10.81851 -11.36100
C6 -7.47810 0.62330 -10.56972
C7 -5.85029 -1.28253 -22.32666
C8 -10.88960 5.67004 -16.46921
C9 -11.52483 6.15548 -19.19848
C10 -5.24415 10.93092 -11.70655
C11 5.52129 5.22446 -9.64582
C12 -5.77114 8.91814 -10.33432
C13 -12.03356 5.09780 -17.06500
C14 -10.34022 6.70000 -18.58497
C15 -2.51192 5.85178 -17.58523
C16 -7.02832 0.51001 -11.92643
C17 7.79511 13.90689 -20.85206
C18 -7.38766 -3.02528 -21.57061
C19 -4.73988 0.62061 -11.18206
C20 -5.62723 0.49229 -12.19097
C21 -1.60767 6.98389 -19.93319
C22 5.15602 6.55526 -9.61455
C23 -8.12158 -0.72585 -21.88104
C24 -2.19757 7.21028 -17.67234
C25 -6.10260 -2.59974 -21.96685
C26 -5.17586 0.67993 -9.88651
C27 4.42428 7.07057 -10.70493
C28 -3.53338 9.80964 -10.46456
C29 -4.41852 8.86115 -10.00670
C30 -2.08487 5.67534 -19.99589
C31 6.02507 12.24642 -22.27139
C32 -1.76982 7.80672 -18.82071
C33 -8.38575 -2.03004 -21.49877
C34 -2.37897 5.11283 -18.73187
C35 7.41278 12.23123 -22.54737
C36 6.43141 13.85615 -20.50398
C37 -6.51684 0.67984 -9.55681
C38 -6.16484 9.97359 -11.18120
C39 5.51210 13.08091 -21.21954
C40 -12.31651 5.32379 -18.39779
C41 -6.85207 -0.33147 -22.29802
C42 8.28684 13.04322 -21.87108
H1 -4.51186 0.75209 -9.03780
H2 -9.60781 7.30789 -19.09531
H3 -1.19711 7.51587 -20.77867
H4 -2.50142 9.76226 -10.14958
H5 -12.67940 4.51846 -16.42183
H6 -1.43551 8.83267 -18.86630
H7 -8.84812 0.07092 -21.94171
H8 -2.63246 4.06626 -18.64923
H9 6.13474 14.33185 -19.58089
H10 -3.70713 0.63282 -11.49776
H11 -5.22593 0.54123 -13.19244
H12 -6.48663 8.19923 -9.96336
H13 -6.69833 0.81003 -8.50016
H14 -6.69949 0.68395 -22.63275
H15 -7.19562 9.92881 -11.50040
H16 -2.26880 7.84797 -16.80361
H17 -4.10464 8.03837 -9.38147
H18 3.34373 6.61404 -12.49895
H19 -9.20839 6.93306 -16.72632
H20 5.44559 7.25190 -8.84173
H21 4.05708 4.15851 -12.45111
H22 -5.26112 -3.27227 -22.04433
H23 -13.20709 4.88001 -18.81769
H24 8.51351 14.45332 -20.25899
H25 -1.94394 5.09792 -20.89763
H26 -4.88443 -1.03706 -22.74292
H27 -10.82048 5.70750 -15.39208
H28 4.45034 13.00788 -21.03581
H29 -5.55918 11.73968 -12.34925
H30 -2.91654 5.42921 -16.67743
H31 6.13474 4.93002 -8.80715
H32 -9.39087 -2.16829 -21.12860
H33 9.36001 12.97027 -21.96815
H34 7.87021 11.61685 -23.30876
H35 -7.80727 0.48349 -12.67405
H36 4.29853 8.13385 -10.84641

Summary:
net charge	0
energy above the lowest of the compared OMol25 structures with the same formula, charge and spin	0.9697	eV
SMILES	O=[N+]([O-])c1ccccc1.O=[N+]([O-])c1ccccc1.O=[N+]([O-])c1ccccc1.O=[N+]([O-])c1ccccc1.O=[N+]([O-])c1ccccc1.O=[N+]([O-])c1ccccc1.c1ccccc1
Kohn-Sham gap	8.63	eV
LUMO	-0.9	eV
multiplicity	1

---

These records have energy values of -5166.75036; -3696.73905; -2852.80393 a.u., in the order they appear.